# 1
Formula: C4H4N2S2
Source: OMol25
Level of theory: wB97M-V/def2-TZVPD

Its energy is -28861.026 eV. As for the strongest force on any atom: 0.0718 Eh/bohr. Its LUMO energy is -0.02008 Ha.

Atoms and positions in Å:
C1 -0.813 -1.071 -0.795
C2 0.215 -0.469 -1.558
C3 1.013 0.476 -0.949
C4 0.821 0.816 0.390
H1 -1.847 -0.043 2.696
H2 -1.486 -1.943 -1.004
H3 0.521 -0.826 -2.504
H4 1.823 1.136 -1.542
N1 -0.299 0.263 0.899
N2 -1.087 -0.726 0.394
S1 -0.562 0.612 2.544
S2 1.700 1.775 1.430

---

# 2
Formula: C4H4N3
Source: OMol25
Level of theory: wB97M-V/def2-TZVPD

Its energy is -8670.013 eV. As for the charge: +1. As for the strongest force on any atom: 0.0489 Eh/bohr. Its LUMO energy is -0.22563 Ha.

Atoms and positions in Å:
C1 0.388 -0.582 -1.429
C2 -0.098 0.796 -0.127
C3 -0.224 -1.044 1.424
C4 0.340 0.891 -1.503
N1 0.703 -1.725 0.582
N2 0.753 -1.358 -0.573
N3 -0.357 0.304 0.912
H1 0.209 -1.016 2.429
H2 -1.232 -1.482 1.474
H3 1.301 1.398 -1.625
H4 -0.391 1.294 -2.207

---

# 3
Formula: C4H4N3
Source: OMol25
Level of theory: wB97M-V/def2-TZVPD

Its energy is -8671.570 eV. As for the charge: +1. As for the strongest force on any atom: 0.0683 Eh/bohr. The SMILES is C1#[N+]C=NC=NC1. Its LUMO energy is -0.21735 Ha.

Atoms and positions in Å:
C1 1.028 -0.607 0.201
N1 1.082 -0.352 1.339
C2 0.029 0.133 2.232
N2 -0.986 0.520 1.628
C3 -1.139 0.562 0.213
N3 -0.530 0.144 -0.815
C4 0.671 -0.643 -1.132
H1 0.276 0.047 3.302
H2 -2.065 1.127 -0.118
H3 1.400 0.134 -1.676
H4 0.451 -1.564 -1.699

---

# 4
Formula: C4H4N4
Source: OMol25
Level of theory: wB97M-V/def2-TZVPD

Its energy is -10170.025 eV. As for the strongest force on any atom: 0.0210 Eh/bohr. The SMILES is [H]/N=c1/ccnncn1. Its LUMO energy is -0.03085 Ha.

Atoms and positions in Å:
H1 0.169 2.885 -0.408
N1 0.677 2.059 -0.716
C1 0.076 0.967 -0.493
C2 0.669 -0.280 -1.048
C3 0.767 -1.376 -0.289
N2 0.537 -1.468 1.120
N3 -0.394 -0.881 1.702
C4 -1.357 -0.078 1.057
N4 -1.193 0.809 0.172
H2 1.130 -0.190 -2.017
H3 1.248 -2.291 -0.628
H4 -2.328 -0.156 1.548